C36H68Cl28FIO5 | ωB97M-V with the def2-TZVPD basis set

Element x y z (Å)
C1 3.565 -0.563 4.710
C2 2.034 -0.368 4.083
C3 1.926 0.992 3.116
F1 1.142 1.979 3.951
C4 1.042 0.754 1.758
O1 -0.290 1.018 1.857
O2 1.514 0.278 0.457
C5 2.407 1.216 -0.224
C6 3.963 0.715 0.129
C7 4.167 -0.918 -0.136
C8 4.274 -1.789 1.249
C9 2.972 -2.745 1.565
C10 3.165 -4.308 0.999
C11 3.104 -4.419 -0.636
C12 1.734 -3.805 -1.312
C13 0.428 -4.802 -1.215
C14 -0.601 -4.439 0.027
C15 -1.916 -3.557 -0.441
C16 -2.132 -2.257 0.588
C17 -3.275 -1.209 0.013
O3 -4.188 -0.696 1.057
C18 -3.531 0.312 1.909
C19 2.176 0.955 -1.860
O4 3.425 0.971 -2.635
C20 3.799 2.337 -3.058
C21 2.245 2.792 0.171
C22 0.781 3.459 -0.268
O5 -0.278 2.744 -0.677
I1 0.701 5.681 -0.067
H1 3.605 -0.455 5.877
H2 4.298 0.257 4.255
H3 3.992 -1.629 4.391
H4 1.338 -0.201 5.039
H5 1.622 -1.333 3.559
H6 2.973 1.491 2.953
H7 4.224 0.864 1.284
H8 4.780 1.369 -0.443
H9 3.366 -1.374 -0.857
H10 5.215 -1.028 -0.683
H11 4.568 -1.102 2.162
H12 5.197 -2.531 1.106
H13 1.948 -2.281 1.165
H14 2.944 -2.867 2.752
H15 4.149 -4.779 1.424
H16 2.271 -4.925 1.490
H17 4.037 -3.964 -1.179
H18 3.105 -5.583 -0.899
H19 1.422 -2.751 -0.908
H20 1.971 -3.689 -2.474
H21 0.715 -5.954 -1.188
H22 -0.195 -4.621 -2.214
H23 -1.025 -5.468 0.429
H24 0.027 -3.847 0.829
H25 -2.893 -4.220 -0.393
H26 -1.813 -3.095 -1.512
H27 -1.105 -1.673 0.559
H28 -2.330 -2.615 1.685
H29 -2.771 -0.292 -0.561
H30 -3.941 -1.823 -0.751
H31 -2.846 1.057 1.283
H32 -4.321 0.929 2.521
H33 -2.816 -0.241 2.657
H34 1.451 1.731 -2.350
H35 1.657 -0.107 -1.957
H36 3.087 3.179 -2.663
H37 3.801 2.328 -4.249
H38 4.935 2.491 -2.751
H39 2.540 3.054 1.295
H40 3.045 3.385 -0.488
C23 -7.167 -1.473 -1.381
Cl1 -8.615 -0.467 -1.512
Cl2 -6.441 -1.752 -2.969
H41 -6.440 -0.968 -0.741
H42 -7.441 -2.435 -0.941
C24 3.992 6.916 -1.675
Cl3 4.736 5.408 -1.131
Cl4 4.504 7.322 -3.318
H43 2.905 6.802 -1.660
H44 4.288 7.723 -1.001
C25 -0.486 -2.052 -4.478
Cl5 1.087 -2.210 -5.269
Cl6 -1.105 -3.629 -3.972
H45 -0.379 -1.413 -3.598
H46 -1.193 -1.600 -5.178
C26 3.399 0.896 8.881
Cl7 4.839 1.363 7.968
Cl8 3.115 -0.845 8.772
H47 3.539 1.169 9.930
H48 2.533 1.424 8.474
C27 6.474 5.067 7.593
Cl9 5.451 4.523 8.929
Cl10 7.644 3.821 7.140
H49 5.843 5.293 6.731
H50 7.013 5.966 7.901
C28 5.598 8.982 6.253
Cl11 5.976 7.927 4.885
Cl12 5.046 8.044 7.645
H51 6.496 9.538 6.532
H52 4.809 9.678 5.958
C29 1.634 9.578 5.814
Cl13 2.529 11.044 6.230
Cl14 1.426 9.435 4.064
H53 2.186 8.708 6.179
H54 0.650 9.616 6.287
C30 -1.118 -7.175 -5.736
Cl15 -0.651 -7.637 -7.377
Cl16 -0.193 -8.080 -4.533
H55 -0.931 -6.107 -5.600
H56 -2.182 -7.383 -5.597
C31 3.158 -4.865 -7.915
Cl17 3.430 -5.995 -6.584
Cl18 3.251 -3.190 -7.357
H57 3.920 -5.027 -8.681
H58 2.166 -5.044 -8.338
C32 1.358 -10.567 -2.076
Cl19 1.630 -11.698 -0.744
Cl20 1.451 -8.893 -1.517
H59 2.120 -10.730 -2.842
H60 0.366 -10.747 -2.498
C33 -10.626 -2.435 0.898
Cl21 -11.649 -2.979 2.234
Cl22 -9.456 -3.681 0.445
H61 -11.257 -2.209 0.036
H62 -10.087 -1.536 1.206
C34 -4.895 1.644 -1.134
Cl23 -6.343 2.649 -1.265
Cl24 -4.169 1.365 -2.722
H63 -4.167 2.149 -0.494
H64 -5.169 0.682 -0.694
C35 -8.132 3.840 -4.611
Cl25 -8.439 2.284 -5.393
Cl26 -9.390 5.014 -5.016
H65 -8.115 3.696 -3.528
H66 -7.166 4.223 -4.948
C36 -12.695 4.550 -7.126
Cl27 -14.143 5.556 -7.257
Cl28 -11.969 4.271 -8.713
H67 -11.967 5.055 -6.486
H68 -12.969 3.588 -6.686

LUMO ... -0.62 eV
Highest occupied orbital energy ... -9.6567 eV
Electronic energy ... -410105.8869 eV
ΔE to the lowest compared entry with this formula, charge and spin ... 11.4668 eV

Löwdin atomic charge list, values in e, 6 entries: -0.120, -0.139, -0.121, -0.105, -0.180, 0.005

---

C40H69Cl2O7 | ωB97M-V with the def2-TZVPD basis set

Element x y z (Å)
C1 2.851 -1.448 3.057
C2 1.539 -0.897 2.566
Cl1 0.405 -0.477 3.826
C3 1.181 -0.690 1.286
Cl2 2.541 -1.029 0.102
C4 -0.009 -0.204 0.687
C5 -1.242 -1.132 0.815
C6 -2.240 -0.525 1.818
C7 -2.477 0.844 1.665
C8 -3.312 1.532 2.539
C9 -3.910 0.846 3.587
C10 -3.694 -0.519 3.732
C11 -2.865 -1.226 2.855
C12 -2.613 -2.700 3.032
H1 2.937 -2.515 2.871
H2 2.938 -1.220 4.114
H3 3.658 -0.921 2.553
H4 0.210 -0.085 -0.373
H5 -1.716 -1.211 -0.161
H6 -0.967 -2.145 1.107
H7 -2.000 1.389 0.867
H8 -3.455 2.596 2.414
H9 -4.540 1.360 4.300
H10 -4.151 -1.063 4.548
H11 -1.572 -2.919 2.835
H12 -3.245 -3.288 2.370
H13 -2.824 -2.970 4.065
C13 -5.154 -0.762 -3.135
C14 -4.837 -2.252 -3.134
C15 -3.333 -2.254 -3.354
O1 -2.839 -1.054 -2.756
C16 -3.930 -0.187 -2.435
H14 -6.082 -0.506 -2.623
H15 -5.219 -0.394 -4.163
H16 -5.059 -2.678 -2.151
H17 -5.385 -2.818 -3.888
H18 -3.084 -2.240 -4.422
H19 -2.837 -3.110 -2.895
H20 -4.058 -0.186 -1.347
H21 -3.692 0.828 -2.754
C17 4.755 1.235 -1.773
C18 5.806 2.286 -2.114
C19 5.033 3.200 -3.061
O2 3.668 3.145 -2.643
C20 3.490 2.066 -1.711
H22 4.945 0.701 -0.843
H23 4.689 0.501 -2.580
H24 6.087 2.833 -1.209
H25 6.712 1.878 -2.563
H26 5.099 2.845 -4.096
H27 5.375 4.237 -3.029
H28 3.344 2.490 -0.713
H29 2.597 1.502 -1.977
C21 -0.108 5.688 -0.116
C22 0.776 4.891 -1.072
C23 0.400 3.459 -0.715
O3 -0.967 3.498 -0.297
C24 -1.378 4.844 -0.096
H30 -0.289 6.716 -0.432
H31 0.342 5.711 0.880
H32 0.502 5.104 -2.107
H33 1.842 5.087 -0.954
H34 1.000 3.072 0.114
H35 0.497 2.773 -1.557
H36 -2.056 5.130 -0.911
H37 -1.921 4.917 0.848
C25 2.746 -7.049 2.799
C26 1.483 -6.374 2.269
C27 1.266 -5.273 3.297
O4 2.564 -4.904 3.766
C28 3.530 -5.854 3.327
H38 3.294 -7.613 2.044
H39 2.495 -7.729 3.617
H40 1.676 -5.938 1.287
H41 0.628 -7.044 2.182
H42 0.678 -5.634 4.149
H43 0.772 -4.393 2.884
H44 4.134 -5.397 2.534
H45 4.189 -6.108 4.160
C29 -0.012 2.430 -4.758
C30 -1.410 2.917 -5.127
C31 -1.684 3.929 -4.022
O5 -0.418 4.483 -3.659
C32 0.637 3.706 -4.239
H46 0.535 1.987 -5.590
H47 -0.076 1.688 -3.959
H48 -1.389 3.417 -6.100
H49 -2.156 2.125 -5.167
H50 -2.117 3.445 -3.139
H51 -2.350 4.734 -4.338
H52 1.086 4.286 -5.055
H53 1.403 3.513 -3.490
C33 7.371 2.749 2.468
C34 8.307 2.317 1.343
C35 8.178 0.800 1.400
O6 6.858 0.524 1.856
C36 6.250 1.722 2.345
H54 7.015 3.775 2.376
H55 7.873 2.648 3.434
H56 7.933 2.690 0.387
H57 9.335 2.657 1.464
H58 8.892 0.370 2.113
H59 8.329 0.324 0.430
H60 5.490 2.045 1.625
H61 5.755 1.511 3.293
C37 -7.550 -2.072 0.034
C38 -8.359 -3.302 0.430
C39 -7.256 -4.342 0.608
O7 -6.091 -3.636 1.034
C40 -6.292 -2.227 0.870
H62 -8.070 -1.131 0.211
H63 -7.289 -2.125 -1.027
H64 -8.870 -3.122 1.378
H65 -9.104 -3.601 -0.306
H66 -7.029 -4.840 -0.342
H67 -7.506 -5.104 1.347
H68 -6.427 -1.776 1.858
H69 -5.410 -1.783 0.407

LUMO ... 2.48 eV
Highest occupied orbital energy ... -2.1021 eV
Electronic energy ... -81973.1748 eV
Net charge ... -1

Löwdin atomic charge list, values in e, 6 entries: -0.178, -0.775, 0.655, -0.696, 0.550, -0.248